No. 1
The following is a DFT calculation (ωB97M-V/def2-TZVPD) of 2 unconnected molecules or ions with the total composition C2H3FN in a non-equilibrium geometry.

XYZ file:
```
7
Properties=species:S:1:pos:R:3:forces:R:3:lowdin_charge:R:1
C -0.33627 0.08269 0.01079 -0.56 -1.11 0.35 -0.08
C -1.53386 0.05045 0.07551 -4.02 -0.08 -0.40 0.33
N 1.10289 -0.04748 -0.00173 -1.50 0.75 0.35 0.25
F -3.63219 -0.00326 -0.00922 5.80 0.20 0.26 -0.08
H 1.37998 0.58771 -0.72744 0.84 0.74 -0.68 0.18
H 1.52212 -0.95215 -0.23576 -0.58 -0.48 0.08 0.20
H 1.49734 0.28203 0.88785 0.03 -0.02 0.05 0.20
```
Forces are in eV/Å.

Computed properties:
E_HOMO (spin up / spin down)	-17.5 / -17.5	eV
total energy	-6313.83652	eV
HOMO-LUMO gap (spin up / spin down)	8.7 / 8.7	eV
energy above the lowest of the compared OMol25 structures with the same formula, charge and spin	6.5892	eV
net charge	+1

No. 2
The following is a DFT calculation (ωB97M-V/def2-TZVPD) of 2 unconnected molecules or ions with the total composition C2H3FNO3 in a non-equilibrium geometry.

XYZ file:
```
10
Properties=species:S:1:pos:R:3:forces:R:3:lowdin_charge:R:1
C -1.05548 0.22835 -0.30820 -2.05 0.74 0.15 -0.60
C -0.47951 -0.78772 -1.03240 -0.67 -0.01 -0.53 -0.18
N 1.83183 1.27710 0.82098 -0.18 -0.46 0.14 -0.03
O -1.85397 1.09107 -0.74086 0.99 -0.42 0.69 -0.10
O -0.80659 0.23477 1.15890 -0.89 2.25 -2.18 -0.03
O 1.67474 1.25475 -0.36893 0.54 -0.71 1.45 -0.08
F 0.22278 -1.68609 -0.22885 0.77 -1.10 0.27 -0.15
H -0.92870 -1.26271 -1.94612 0.62 0.75 1.17 0.09
H 1.85311 0.25455 1.32744 -0.16 1.28 -1.65 0.08
H -0.45821 -0.60406 1.31804 1.02 -2.30 0.50 0.00
```
Forces are in eV/Å.

Computed properties:
E_HOMO (spin up / spin down)	-2.4 / -2.4	eV
total energy	-12469.64221	eV
HOMO-LUMO gap (spin up / spin down)	6.2 / 6.2	eV
energy above the lowest of the compared OMol25 structures with the same formula, charge and spin	2.3647	eV
net charge	-1

No. 3
The following is a DFT calculation (ωB97M-V/def2-TZVPD) of a single C2H3FNP molecule in a non-equilibrium geometry.

XYZ file:
```
8
Properties=species:S:1:pos:R:3:forces:R:3:lowdin_charge:R:1
C -0.74350 0.08445 -0.35697 -0.70 1.81 2.24 -0.25
C 0.96178 0.25173 0.15216 -3.08 -1.32 -2.17 -0.39
N -1.48945 0.65602 0.51542 -0.26 0.42 0.63 -0.04
F 1.02587 -1.97737 -1.09821 0.34 0.38 0.48 -0.41
P 1.94078 -1.05435 -0.11626 -0.36 0.38 -0.15 0.83
H -1.54547 -0.34980 -1.23092 3.55 0.69 1.83 0.16
H 1.04750 1.19816 0.70164 0.22 -0.71 -0.27 0.02
H -1.19752 1.19116 1.43314 0.30 -1.65 -2.61 0.09
```
Forces are in eV/Å.

Computed properties:
E_HOMO	-9.2	eV
total energy	-15615.95075	eV
HOMO-LUMO gap	9.2	eV
energy above the lowest of the compared OMol25 structures with the same formula, charge and spin	1.5611	eV
structure (SMILES)	[H]/N=C\C=P/F